No. 1
The following is a DFT calculation (the ωB97M-V functional and the def2-TZVPD basis) of a 2-piece molecular cluster, C3H10NO overall at a distorted geometry.

Last column: Mulliken charge in e.
Element x y z (Å)
1 C -0.75 -2.40 0.64  -0.61
2 O 0.12 -1.87 -0.38  -0.54
3 H -1.70 -1.87 0.64  0.24
4 H -0.24 -2.37 1.59  0.25
5 H -1.02 -3.42 0.39  0.33
6 H 0.63 -2.62 -0.68  0.30
7 C -0.82 1.95 0.29  -0.89
8 C 1.50 1.53 -0.47  -0.69
9 N 0.21 1.12 -0.29  -0.01
10 H -0.36 2.70 0.91  0.36
11 H -1.49 2.31 -0.49  0.25
12 H -1.41 1.32 0.96  0.25
13 H 1.78 2.56 -0.32  0.31
14 H 2.31 0.82 -0.50  0.25
15 H -0.01 0.15 -0.42  0.21

As for the spin multiplicity: 2. As for the HOMO energy (alpha / beta): -5.426 / -9.531 eV. Its total charge is 0. The energy above the lowest of the compared OMol25 structures with the same formula, charge and spin comes out at 0.5558 eV. The value obtained for the total energy is -250.19639 Eh. The expectation value of S² is 0.753.

No. 2
The following is a DFT calculation (the ωB97M-V functional and the def2-TZVPD basis) of a 2-piece molecular cluster, C3H10NO overall at a distorted geometry.

Last column: Mulliken charge in e.
Element x y z (Å)
1 C -0.32 0.11 -2.69  -1.19
2 C 0.35 0.15 -1.31  -0.17
3 C -0.53 0.13 -0.27  -0.27
4 N 0.00 0.63 1.05  -0.29
5 H -1.01 0.86 -2.74  0.39
6 H 0.26 0.39 -3.62  0.33
7 H -1.07 -0.66 -2.98  0.36
8 H 1.42 0.14 -1.25  0.37
9 H -1.45 -0.37 -0.17  0.44
10 H -0.64 1.33 1.34  0.37
11 H 0.10 -0.01 1.89  0.30
12 H 0.90 1.10 0.93  0.35
13 H 0.07 -1.73 3.46  0.34
14 H 1.36 -1.01 3.45  0.32
15 O 0.57 -1.06 2.91  -0.66

As for the HOMO energy: -13.977 eV. Its total charge is +1. The energy above the lowest of the compared OMol25 structures with the same formula, charge and spin comes out at 1.6406 eV. The value obtained for the total energy is -249.99352 Eh.

No. 3
The following is a DFT calculation (the ωB97M-V functional and the def2-TZVPD basis) of a 2-piece molecular cluster, C3H10NO overall at a distorted geometry.

Last column: Mulliken charge in e.
Element x y z (Å)
1 O 0.81 0.65 1.42  -0.41
2 C 1.96 0.23 0.75  -0.21
3 C 1.66 0.10 -0.86  -0.34
4 N 0.49 -0.48 -0.95  -0.10
5 C -2.91 -0.15 0.17  -0.86
6 H 0.04 0.55 0.85  0.37
7 H 2.69 1.02 0.86  0.30
8 H 2.33 -0.71 1.16  0.31
9 H 2.42 -0.41 -1.44  0.42
10 H 1.63 1.16 -1.18  0.31
11 H 0.60 -1.38 -1.44  0.32
12 H -3.74 -0.84 0.04  0.32
13 H -2.67 -0.11 1.23  0.24
14 H -3.24 0.83 -0.17  0.27
15 H -2.06 -0.47 -0.43  0.06

As for the HOMO energy: -16.417 eV. Its total charge is +1. The energy above the lowest of the compared OMol25 structures with the same formula, charge and spin comes out at 5.8872 eV. The value obtained for the total energy is -249.83746 Eh.

No. 4
The following is a DFT calculation (the ωB97M-V functional and the def2-TZVPD basis) of an isolated ion of composition C3H10NO and charge +1.

Last column: Mulliken charge in e.
Element x y z (Å)
1 C -1.31 1.65 -0.59  -0.81
2 N -0.73 0.24 -0.57  -0.16
3 C 0.27 -0.02 0.51  -0.45
4 C 1.13 -1.23 0.19  -0.62
5 O 1.96 -1.47 1.29  -0.49
6 H -1.74 1.80 -1.56  0.36
7 H -2.00 1.77 0.23  0.34
8 H -0.47 2.33 -0.49  0.35
9 H -0.26 0.11 -1.47  0.39
10 H -1.49 -0.44 -0.48  0.38
11 H -0.23 -0.19 1.47  0.31
12 H 0.92 0.86 0.63  0.33
13 H 0.50 -2.08 -0.12  0.40
14 H 1.73 -1.01 -0.71  0.34
15 H 1.73 -2.32 1.69  0.33

As for the HOMO energy: -14.935 eV. Its total charge is +1. The energy above the lowest of the compared OMol25 structures with the same formula, charge and spin comes out at 0.6871 eV. The value obtained for the total energy is -250.02856 Eh. Its SMILES is C[NH2+]CCO.